12
Properties=species:S:1:pos:R:3:forces:R:3 method="wB97M-V/def2-TZVPD" energy_ha=-662.561066 charge=0 de_lowest_kj_mol=540.35 homo_energy_ev=-8.83
S 0.64104 0.63094 0.37847 1.562 3.773 0.038
O 0.99988 -1.16743 1.96347 -2.952 2.189 1.423
N -0.03140 -1.67855 1.00582 0.139 3.366 2.290
N -1.09230 -0.74257 -1.00534 4.650 4.746 1.557
C -0.33505 -0.70746 0.05325 -0.242 -0.948 -2.300
C 0.21023 1.84306 -0.96510 4.552 -0.478 -0.445
H -0.78405 2.04120 -1.01524 -2.775 1.044 0.127
H -1.68287 -1.41895 -0.89560 -4.531 -5.600 0.120
H 0.44620 1.19925 -1.79094 -0.190 -0.082 -0.888
H 0.53102 -0.11502 2.56186 1.478 -4.755 -2.825
H 0.11165 -2.63422 0.84443 0.298 -1.203 -0.368
H 0.98566 2.74974 -1.13508 -1.989 -2.054 1.273